Record 1
The following is a DFT calculation (ωB97M-V/def2-TZVPD) of C15H35CaFN5O5 as an isolated structure.

## Properties
E_tot ... -54970.355 eV
Frontier orbital gap ... 10.348 eV
Multiplicity ... 1
Charge ... +1
Relative energy (zero: lowest compared OMol25 entry of this formula, charge and spin) ... 0.0000 eV
LUMO ... -1.6 eV
HOMO level ... -11.946 eV

```
62
Properties=species:S:1:pos:R:3:forces:R:3
N 1.613 3.734 1.062 -0.185 0.343 -0.182
C -1.221 -1.228 3.950 0.730 0.038 0.495
O -2.076 -0.071 -0.164 0.436 -0.036 -0.244
H 0.964 3.853 -0.916 -0.017 0.005 -0.027
C -3.983 -1.966 -0.779 -0.233 -0.126 -0.060
O 0.350 -2.520 -0.566 -0.163 -0.070 -0.251
H -4.576 1.431 1.204 0.043 0.079 0.078
C 0.056 -1.232 3.146 0.130 -0.078 -0.393
C 2.240 -3.782 0.170 0.150 -0.298 -0.352
H 2.621 3.250 -0.714 -0.079 -0.060 -0.037
O 0.245 2.007 0.651 -0.180 0.381 0.358
N 1.210 -1.203 3.822 -0.134 0.005 0.384
C 0.777 2.780 1.459 0.158 -0.658 0.048
H -3.535 -2.815 -0.262 0.136 -0.016 -0.102
H -1.080 -0.606 4.837 -0.167 0.119 -0.124
H -4.955 -0.869 0.728 -0.079 0.296 -0.093
H 2.826 -2.918 0.485 -0.070 -0.009 0.215
H 0.177 -3.787 -3.771 0.041 0.005 -0.106
C 1.884 3.965 -0.348 0.306 -0.063 0.041
H 2.906 0.001 3.745 -0.155 0.004 -0.130
H 1.617 -2.754 -4.004 -0.025 -0.043 -0.095
F 2.542 0.148 -0.216 -0.779 -0.329 0.169
N -0.230 2.191 -3.678 0.123 0.183 -0.215
H 2.408 -0.650 2.171 -0.119 -0.069 0.014
C -3.508 1.216 1.254 -0.450 -0.328 -0.258
C 2.486 -0.874 3.234 0.847 0.150 0.161
C 1.268 -3.284 -0.862 0.224 0.125 -0.197
H 1.715 -4.245 1.001 -0.076 0.247 0.126
H 2.916 -4.528 -0.248 0.041 0.040 0.022
H -1.427 -2.226 4.337 -0.291 -0.085 -0.327
H 2.321 0.142 -3.447 -0.048 0.058 0.169
H 3.224 -1.663 3.387 -0.177 -0.168 -0.159
H 2.273 4.972 -0.474 -0.036 0.029 0.008
H -4.962 -2.255 -1.160 0.028 -0.073 0.021
N 1.496 -3.668 -2.131 0.061 0.378 -0.527
H 1.227 -0.113 -4.808 -0.108 -0.001 0.095
H -1.105 2.842 -1.908 -0.055 -0.086 0.019
C 1.577 0.621 -4.077 0.222 0.061 -0.398
H 0.641 3.539 3.503 0.388 -0.028 0.059
N -4.165 -0.834 0.105 0.012 -0.006 0.213
H 2.370 -4.124 -2.330 -0.060 -0.199 0.228
C 0.607 2.601 2.952 -0.528 0.016 -0.459
H -0.379 2.174 3.130 0.075 -0.165 -0.027
H -1.720 3.641 -3.352 0.076 -0.012 -0.234
C -1.381 2.691 -2.952 -0.071 -0.131 0.275
Ca 0.368 -0.209 -0.162 0.546 0.056 0.505
H 2.036 4.329 1.752 0.005 0.015 -0.006
H 1.175 -1.321 4.821 -0.046 0.160 0.014
H 2.045 1.429 -4.642 0.005 -0.015 0.066
H -3.370 -1.667 -1.623 0.158 -0.041 0.057
O 0.043 -1.240 1.915 -0.234 0.384 0.260
H 0.033 2.587 -4.564 -0.035 0.111 0.041
H -2.951 2.075 0.896 0.139 0.040 0.177
C -3.177 0.046 0.354 -0.207 0.083 0.197
C 0.847 -3.067 -3.304 -0.072 -0.180 0.492
O 0.076 0.533 -2.219 -0.061 0.222 -0.851
H -3.263 0.984 2.289 0.180 0.086 0.012
H -2.185 1.956 -2.993 -0.092 0.104 0.072
H 1.373 1.889 3.257 0.016 0.117 0.293
H 0.263 -2.198 -3.008 0.056 -0.014 0.137
C 0.429 1.113 -3.252 -0.017 -0.321 0.281
H -1.997 -0.824 3.314 -0.282 -0.230 0.055
```
Positions in Å, forces in eV/Å.



Record 2
The following is a DFT calculation (ωB97M-V/def2-TZVPD) of C15H35HgN6O8 as an isolated structure at a distorted geometry.

## Properties
E_tot ... -45600.769 eV
Frontier orbital gap ... 1.454 eV
Multiplicity ... 1
Charge ... +1
Relative energy (zero: lowest compared OMol25 entry of this formula, charge and spin) ... 10.4040 eV
LUMO ... -9.4 eV
HOMO level ... -10.857 eV

```
65
Properties=species:S:1:pos:R:3:forces:R:3
H -0.682 5.895 7.409 -1.097 0.755 -0.431
O 0.198 4.764 3.997 1.475 -1.019 -1.165
H 0.861 -3.487 2.328 0.388 -0.083 0.081
H -3.421 -1.221 0.886 -0.558 0.131 -0.379
C -0.622 5.654 4.038 -1.481 -0.565 0.640
C 0.593 -4.214 5.579 1.209 0.764 -0.638
C -1.517 0.467 -5.619 2.669 0.284 0.759
H 1.332 -6.178 3.113 0.062 0.103 0.126
H 2.265 -3.846 -3.582 0.286 -0.310 0.609
O 1.275 -2.258 4.286 0.132 0.005 0.633
H 0.519 4.492 -6.035 0.268 -0.443 -0.090
O -1.833 0.763 2.360 1.615 0.778 0.162
N 1.680 1.653 -1.189 3.132 2.135 -0.820
C -0.505 4.163 -5.858 0.988 -0.309 0.721
Hg 2.153 1.589 3.029 -0.350 -0.174 -0.403
H -4.949 0.323 2.630 0.464 -0.164 -0.831
H 3.754 -5.757 -7.392 0.469 0.410 -0.692
H -4.667 1.971 4.174 0.421 0.907 -0.384
C -3.927 1.172 4.140 -1.452 0.763 1.154
C -3.314 -0.154 0.689 0.993 1.064 -0.378
H -4.460 0.578 4.883 0.824 -0.915 0.186
N 3.543 -4.355 -5.151 0.060 0.670 -0.774
N -0.587 2.734 -5.522 1.168 0.668 0.734
H -0.994 7.299 2.718 -0.697 0.399 0.469
H 4.711 -7.054 -6.769 -0.172 0.107 0.756
C -0.563 5.384 6.454 0.744 -0.363 0.984
H -2.968 1.539 4.506 -0.069 -0.411 -0.466
C 0.521 -5.463 2.978 -0.521 -0.528 -0.556
H -0.179 -4.982 5.528 0.114 0.251 -0.296
H 0.147 -5.585 1.961 0.077 -0.083 0.024
C -1.319 6.265 2.840 1.694 0.054 -1.032
O 2.183 0.719 -0.592 -0.060 -2.604 1.642
C -2.953 0.500 2.005 -0.998 -1.511 -0.503
C 0.985 -3.455 4.285 -1.273 1.236 1.245
H -0.308 -5.717 3.638 0.105 -0.068 -0.008
H -1.249 -0.238 -6.406 -1.708 0.003 -0.552
H -2.384 6.088 2.691 0.120 0.197 0.559
H -1.040 4.413 -6.774 -0.446 -0.274 0.521
H -4.129 0.421 0.248 -0.575 -0.775 0.094
N 0.922 -4.092 3.134 -0.219 -0.889 -1.198
H 0.028 2.249 -4.884 0.231 0.844 0.140
C 3.331 -3.805 -3.803 0.305 1.444 -1.197
H -0.792 5.855 1.978 -0.234 -0.502 -0.065
H -1.025 4.407 6.592 0.466 -0.228 -0.082
N -3.992 0.571 2.838 -0.716 0.439 1.174
H -0.774 4.701 -4.948 -0.620 0.375 -0.370
O 1.338 2.604 -0.542 -1.954 1.097 0.643
C 4.317 -5.413 -5.413 -0.438 -1.976 1.541
H 3.616 -2.756 -3.880 -0.490 0.445 -0.178
O 4.695 -6.097 -4.490 1.130 -0.602 1.850
H 4.052 -4.065 -3.028 -0.474 -1.277 -0.298
H 3.196 -3.875 -5.969 -0.076 0.370 0.435
C 4.605 -5.970 -6.745 -0.311 0.320 -1.474
H -2.500 0.009 -0.017 0.208 -0.265 0.182
H -0.545 0.287 -5.159 0.254 0.230 1.118
H 5.588 -5.611 -7.049 -0.292 0.411 -0.579
N -1.061 5.996 5.254 -0.988 1.904 0.850
H 0.366 -3.470 6.344 0.085 -0.145 -0.117
H -1.717 6.759 5.338 0.081 -0.135 -0.033
H -2.248 0.245 -4.842 -0.319 -0.152 -0.737
H 0.527 5.372 6.491 0.075 -0.725 -0.733
O -2.120 2.246 -7.026 -1.840 1.041 -2.043
C -1.450 1.918 -6.099 -0.596 -2.268 -0.155
H 1.555 -4.680 5.795 -0.094 -0.364 0.650
O 1.937 1.731 -2.379 -1.189 -0.473 -1.029
```
Positions in Å, forces in eV/Å.